Molecular formula: C11H11N3O
Method: DFT, ωB97M-V/def2-TZVPD

Geometry as XYZ:
```
26
Properties=species:S:1:pos:R:3:forces:R:3:mulliken_charge:R:1
C -2.89786 2.56210 -0.32380 -0.852 -1.760 -0.550 -1.015
C -2.27460 1.19102 -0.33769 2.055 -0.103 -0.266 0.687
C -2.81288 -0.06339 -0.05115 -2.347 -0.412 1.148 -0.727
C -1.79355 -0.98416 0.00527 0.588 0.833 0.448 0.551
C -1.77429 -2.45584 0.24952 0.595 0.007 1.501 -1.165
N -0.63986 -0.22411 -0.25801 -2.340 -0.135 0.244 1.068
N 0.63174 -0.67008 -0.49840 -0.484 -0.652 -1.929 -0.625
C 1.70772 -0.05614 0.07907 0.703 -0.226 0.315 0.095
C 1.57150 0.58066 1.27883 -1.322 0.829 0.127 0.184
C 2.87518 0.70652 1.78714 0.721 1.039 0.118 -0.386
C 3.97246 0.59898 1.24942 -0.514 0.872 2.490 -0.159
C 4.41956 -0.07329 0.14187 2.582 -1.639 -1.930 0.276
O 5.54928 -0.33026 -0.30516 -2.708 0.370 0.736 -0.619
C 3.07352 -0.41001 -0.61811 -0.406 -2.406 1.318 -0.412
N -0.96358 1.04939 -0.54390 0.242 0.907 0.341 -0.984
H -3.90945 2.36297 0.05557 0.108 0.616 -0.047 0.291
H -2.35180 3.19232 0.35597 0.113 0.476 -0.063 0.296
H -2.98391 2.92313 -1.35687 0.162 0.346 0.459 0.254
H -3.89713 -0.19041 0.25801 1.623 -0.240 -0.603 0.261
H -0.71284 -2.69438 0.14903 -0.239 -0.782 -0.687 0.331
H -1.98723 -2.86833 1.29514 -0.143 1.203 -1.170 0.250
H -2.48638 -2.91213 -0.42973 0.428 -0.459 -0.222 0.286
H 0.74119 -0.81440 -1.49427 0.134 -0.156 -0.082 0.287
H 0.57830 1.00179 1.67278 1.816 -1.152 -0.480 0.332
H 3.31550 0.12598 -1.49331 -0.706 0.663 -1.538 0.330
H 3.04943 -1.54792 -0.86723 0.191 1.962 0.321 0.313
```
Forces are in eV/Å.

The HOMO-LUMO gap comes out at 0.3096 Ha. For the lowest unoccupied orbital energy, the calculation gives -0.006 Eh. The structure (SMILES) is Cc1cc(C)n(NC2=CC#CC(=O)C2)n1. As for the HOMO energy: -8.58 eV. The largest force on an atom is 0.070 Eh/bohr. Its molar mass is 201.229 g mol⁻¹. As for the electronic energy: -665.0564 Ha.

=====

Molecular formula: C17H28O4Si
Method: DFT, ωB97M-V/def2-TZVPD

Geometry as XYZ:
```
50
Properties=species:S:1:pos:R:3:forces:R:3:mulliken_charge:R:1
C -2.84431 -3.87922 -2.86173 0.027 0.595 -0.348 -1.243
C -2.10829 -3.42629 -1.61850 -0.108 -0.980 0.273 -0.164
O -2.28185 -2.01870 -1.40399 0.656 0.858 0.355 -0.374
C -1.29493 -1.52525 -0.59976 -1.043 0.553 -0.090 -0.376
O -0.46000 -2.24190 -0.14043 0.485 -0.387 0.497 -0.535
C -1.32679 0.00656 -0.33896 -0.273 0.764 0.304 0.998
O -0.20198 0.63650 -0.92388 0.444 -0.485 0.181 -0.699
Si 1.41335 0.21533 -0.63061 0.211 -1.199 -0.579 0.118
C 1.56019 -0.46852 1.13267 -0.711 0.849 -0.647 0.692
C 2.94709 -0.60160 1.64086 1.374 -0.308 0.380 -1.499
C 1.83294 -1.19464 -1.84533 -0.207 0.677 0.326 -0.168
C 1.82546 -0.82831 -3.32255 -0.111 -0.156 -0.597 -1.491
C 2.49090 1.74067 -0.99010 -0.350 -1.065 -0.118 -0.603
C 1.74380 2.92181 -0.46934 -0.597 0.570 0.355 -1.121
C -1.50465 0.41140 1.15557 0.128 -0.569 -1.142 -0.016
C -1.75474 -0.57065 2.08808 -0.030 0.288 0.358 -0.380
C -1.77137 -0.27079 3.44836 -0.607 -0.841 -0.057 -0.826
C -1.57082 1.01942 3.87814 0.146 -0.922 0.576 -0.933
C -1.32972 1.99344 2.94163 -0.108 2.064 0.665 -0.389
C -1.37359 1.74520 1.58928 0.759 0.031 -1.505 0.889
O -1.15952 2.72882 0.61736 -0.450 -1.000 0.998 -0.343
C -0.91162 4.00698 1.16601 -0.057 -0.365 -0.128 -1.240
H -2.44910 -3.39436 -3.77177 -0.059 -0.208 0.413 0.298
H -3.88905 -3.61053 -2.78506 -0.342 0.101 -0.008 0.322
H -2.81071 -4.95982 -3.00214 0.248 0.032 0.177 0.386
H -2.47892 -3.95107 -0.71324 0.133 0.219 -0.472 0.274
H -1.03790 -3.62216 -1.66531 -0.127 -0.152 -0.198 0.298
H -2.18271 0.40825 -0.85184 -0.447 0.109 -0.479 0.858
H 1.03464 0.27067 1.73863 -0.261 -0.209 0.338 -0.118
H 1.04741 -1.43136 1.18041 -0.090 0.381 0.014 0.256
H 3.55218 -1.21922 0.97450 0.149 -0.045 -0.035 0.315
H 3.46071 0.35998 1.73035 -0.014 -0.051 0.070 0.322
H 2.97552 -1.10112 2.61786 0.034 0.205 -0.080 0.412
H 1.07355 -1.96467 -1.69152 0.310 -0.033 0.081 0.128
H 2.79402 -1.61634 -1.53548 0.035 -0.081 -0.117 0.436
H 2.55791 -0.09863 -3.65445 0.282 0.184 0.310 0.346
H 0.86464 -0.44455 -3.67246 -0.147 0.048 0.281 0.324
H 2.00553 -1.71282 -3.92740 0.095 -0.214 -0.153 0.408
H 3.46544 1.64540 -0.51180 0.064 -0.160 0.093 0.401
H 2.67208 1.84352 -2.05190 0.095 -0.123 -0.370 0.389
H 0.85196 3.12912 -1.06824 0.054 -0.122 0.184 0.258
H 1.41786 2.68254 0.54430 -0.130 0.420 0.120 0.144
H 2.33691 3.82086 -0.45061 0.309 0.447 0.109 0.491
H -1.93837 -1.57910 1.74314 0.168 -0.061 0.201 0.462
H -1.99407 -1.07937 4.13629 0.098 0.164 0.114 0.396
H -1.57677 1.22772 4.95012 0.055 0.147 -0.403 0.373
H -1.15166 3.01388 3.32233 -0.190 -0.705 -0.359 0.309
H -1.80176 4.37510 1.64966 -0.332 0.330 0.297 0.437
H -0.61670 4.67570 0.38104 0.028 0.147 -0.552 0.267
H -0.10217 3.93216 1.87182 0.403 0.255 0.369 0.509
```
Forces are in eV/Å.

The HOMO-LUMO gap comes out at 0.3501 Ha. For the lowest unoccupied orbital energy, the calculation gives 0.031 Eh. The structure (SMILES) is CCOC(=O)[C@H](O[Si](CC)(CC)CC)c1ccccc1OC. As for the HOMO energy: -8.69 eV. The largest force on an atom is 0.042 Eh/bohr. Its molar mass is 324.493 g mol⁻¹. As for the electronic energy: -1255.0554 Ha.

=====

Molecular formula: C2H3FO2
Method: DFT, ωB97M-V/def2-TZVPD

Geometry as XYZ:
```
8
Properties=species:S:1:pos:R:3:forces:R:3:mulliken_charge:R:1
F -1.99812 -0.11393 -0.33390 -0.455 1.230 -0.041 -0.210
C -1.39780 0.79838 -1.04683 2.213 -0.705 -1.284 0.615
C -0.39112 0.97865 -1.82153 -0.366 -0.564 0.141 -0.331
O -1.42746 2.12295 -1.33065 -1.418 0.221 1.091 -0.427
H 0.23941 1.05366 -2.67899 0.035 -0.188 0.056 0.351
O 1.71580 2.13583 0.33992 -0.301 -0.103 -0.802 -0.633
H 1.42420 2.93931 -0.14321 0.496 -0.586 1.166 0.331
H 2.09535 2.29776 1.20925 -0.203 0.696 -0.326 0.305
```
Forces are in eV/Å.

The HOMO-LUMO gap comes out at 0.3409 Ha. For the lowest unoccupied orbital energy, the calculation gives 0.029 Eh. The structure (SMILES) is FC1=CO1.O. As for the HOMO energy: -8.50 eV. The largest force on an atom is 0.052 Eh/bohr. Its molar mass is 78.042 g mol⁻¹. As for the electronic energy: -328.1760 Ha.

=====

Molecular formula: C14H31Cl2N2PPrSe
Method: DFT, ωB97M-V/def2-TZVPD

Geometry as XYZ:
```
52
Properties=species:S:1:pos:R:3:forces:R:3:mulliken_charge:R:1
Pr 1.19630 -0.10353 0.50845 -2.821 0.290 -0.332 0.057
Cl -0.02183 -2.40193 0.68306 -0.050 -0.887 0.313 -0.546
Cl 0.87611 2.17804 -0.78568 0.471 0.765 -0.158 -0.577
H 1.52350 -0.76333 -1.37629 0.411 -0.247 -0.712 -0.094
H -0.65631 0.63448 1.36038 0.496 0.046 0.286 -0.029
P -2.54056 -0.50084 -1.07359 3.815 1.550 1.780 -0.067
C -3.59272 -1.32254 0.18561 -0.193 -0.044 -0.823 0.626
C -3.35108 1.01772 -1.72520 -0.763 -1.121 -0.083 0.641
C -2.07330 -1.70839 -2.34936 -0.931 -0.184 0.045 0.746
C -3.29633 -0.84533 1.61228 -0.057 -0.098 -0.149 -1.319
H -3.26643 -2.37451 0.10409 -0.230 0.210 0.044 0.403
C -5.06288 -1.18731 -0.18734 -0.353 -0.480 0.416 -1.662
H -5.42474 -0.16825 -0.00041 0.029 -0.185 -0.050 0.239
H -5.62749 -1.88017 0.44638 -0.338 0.155 -0.049 0.478
H -5.25899 -1.44532 -1.23509 -0.001 0.096 0.239 0.320
H -2.31302 -1.19323 1.93579 -0.094 0.175 -0.106 0.178
H -4.06003 -1.25908 2.28071 -0.018 0.010 0.069 0.449
H -3.30705 0.24620 1.69715 0.022 -0.193 -0.034 0.242
H -1.63225 -2.51179 -1.73166 -0.259 0.252 -0.181 0.400
C -0.97729 -1.22343 -3.31529 0.113 -0.124 0.004 -1.425
C -3.33972 -2.19703 -3.04085 0.231 -0.597 -0.645 -1.619
H -3.96403 -2.78682 -2.36119 0.069 0.089 -0.119 0.281
H -3.06096 -2.83369 -3.88746 -0.277 -0.134 -0.135 0.500
H -3.93988 -1.35969 -3.42625 0.148 -0.163 0.023 0.247
H -0.43761 -0.34100 -2.95171 -0.167 -0.214 -0.024 0.202
H -1.39035 -1.02112 -4.31116 0.016 0.072 0.124 0.409
H -0.22275 -2.01419 -3.41705 -0.142 0.178 -0.064 0.358
C -3.44515 2.04754 -0.58970 0.005 0.015 -0.123 -1.396
H -4.34640 0.64754 -2.01921 -0.199 0.822 -0.243 0.448
C -2.60700 1.59055 -2.93080 -0.073 0.088 0.076 -1.526
H -4.19543 1.77107 0.16219 0.189 0.029 -0.133 0.252
H -3.74001 3.00918 -1.02730 -0.046 -0.007 0.129 0.458
H -2.47394 2.17728 -0.08590 -0.228 -0.154 -0.183 0.175
H -1.57354 1.86440 -2.67057 -0.249 -0.150 -0.010 0.133
H -3.13621 2.50136 -3.23541 0.126 -0.016 -0.100 0.508
H -2.59326 0.90262 -3.78374 0.025 0.112 0.181 0.291
C 3.10242 2.96547 2.80728 0.166 0.138 -0.085 -0.829
N 3.80704 2.31646 1.70319 -0.047 -0.526 0.218 0.315
C 4.61561 2.93970 0.78153 0.057 -1.055 -0.678 -0.375
C 4.96736 1.99271 -0.14210 -0.572 0.245 0.571 -0.504
N 4.35285 0.80630 0.22193 -0.146 0.783 1.313 0.399
C 4.38893 -0.42095 -0.54683 0.310 -0.525 -0.295 -0.911
C 3.71143 0.98470 1.43602 0.996 0.378 -0.719 -0.546
Se 3.13609 -0.34930 2.61847 0.652 0.213 0.325 -0.205
H 2.04936 3.12523 2.55161 0.197 -0.093 -0.083 0.281
H 3.58916 3.92669 2.99180 -0.109 -0.158 0.024 0.306
H 3.16462 2.32677 3.68670 0.017 0.062 -0.035 0.348
H 4.88957 3.97130 0.85905 -0.097 0.181 -0.039 0.425
H 5.59756 2.05215 -1.01163 -0.150 0.073 -0.054 0.447
H 4.03649 -0.22751 -1.56496 -0.064 -0.044 0.316 0.412
H 5.40548 -0.83434 -0.57795 -0.139 0.136 0.128 0.316
H 3.73244 -1.16675 -0.08265 0.250 0.235 -0.176 0.341
```
Forces are in eV/Å.

The HOMO-LUMO gap (spin up / spin down) comes out at 0.1918 / 0.1910 Ha. For the lowest unoccupied orbital energy (spin up / spin down), the calculation gives 0.085 / 0.086 Eh. As for the HOMO energy (spin up / spin down): -2.89 / -2.87 eV. The largest force on an atom is 0.087 Eh/bohr. Its charge is -1. Its molar mass is 549.164 g mol⁻¹. As for the spin multiplicity: 3. As for the electronic energy: -4841.7716 Ha.

=====

Molecular formula: C7H10NO
Method: DFT, ωB97M-V/def2-TZVPD

Geometry as XYZ:
```
19
Properties=species:S:1:pos:R:3:forces:R:3:mulliken_charge:R:1
C -2.00766 0.15028 1.59059 1.019 -0.595 1.245 -0.309
C -0.87766 -0.29137 1.90526 -1.796 0.389 0.144 0.288
C 0.65642 0.54063 -0.83289 -1.031 -2.797 0.967 -0.037
C -1.69098 0.38548 0.18714 -1.053 0.573 -1.813 -0.349
C 0.39031 -0.75180 1.43169 1.029 0.053 -0.743 -0.909
C -0.00663 -0.59338 -0.06331 -0.165 3.994 -0.471 1.247
C 1.34379 1.62870 -0.22809 -0.075 3.855 -1.042 -1.212
N -0.32892 -1.69737 -0.87344 2.228 -2.009 0.536 -0.706
O 0.66477 0.40200 -2.08506 0.340 0.773 -1.055 -0.402
H -2.30222 -0.19147 -0.55121 0.594 0.172 0.681 0.321
H -1.85578 1.48874 -0.08523 1.209 -1.448 0.216 0.337
H 1.26127 -0.18020 1.74300 -0.135 0.371 -0.031 0.319
H 0.72173 -1.75485 1.56806 -0.426 -1.092 0.474 0.378
H 0.87589 2.69210 -0.20073 0.028 -1.792 -0.749 0.316
H 2.31747 1.86592 -0.72055 -0.525 -0.707 0.640 0.400
H 1.30618 1.42500 0.77729 1.074 -0.242 2.453 0.259
H 0.39392 -0.51181 -2.25150 -0.728 -0.990 -0.601 0.431
H -1.22218 -2.13421 -0.70334 -0.508 0.323 0.063 0.341
H 0.36029 -2.47239 -0.60769 -1.082 1.172 -0.915 0.288
```
Forces are in eV/Å.

The HOMO-LUMO gap comes out at 0.3173 Ha. For the lowest unoccupied orbital energy, the calculation gives -0.175 Eh. As for the HOMO energy: -13.40 eV. The largest force on an atom is 0.078 Eh/bohr. Its charge is +1. Its molar mass is 124.163 g mol⁻¹. As for the electronic energy: -402.2396 Ha.

=====

Molecular formula: C4H13N3
Method: DFT, ωB97M-V/def2-TZVPD

Geometry as XYZ:
```
20
Properties=species:S:1:pos:R:3:forces:R:3:mulliken_charge:R:1
C -1.15226 -2.53722 0.16396 -0.746 1.019 1.114 0.019
C 1.42055 2.50873 -0.11453 -3.430 0.443 -0.292 -1.186
C -0.03608 1.97294 0.07754 1.113 2.021 0.518 -0.566
C -0.31410 0.47697 -0.46104 -3.781 4.268 -4.459 -0.404
N -2.36551 -2.60342 0.46704 -2.661 -0.131 2.494 -0.207
N 0.02985 -0.42232 0.41157 1.310 -3.414 3.506 -0.284
N 1.40223 -0.94471 0.22320 0.106 0.168 -2.970 -0.219
H -0.70774 -3.36151 -0.32874 0.794 -0.618 -1.223 0.380
H 2.10589 1.88489 0.33447 2.077 -0.863 0.804 0.381
H 1.42020 2.60552 -1.16666 1.276 -0.175 -1.311 0.383
H 1.40954 3.54956 0.22719 0.337 -0.376 0.455 0.346
H -0.54306 2.75924 -0.52588 -0.820 -1.341 0.290 0.377
H -0.34016 2.04957 1.11909 -0.281 -0.241 -0.074 0.386
H -1.47093 0.52334 -0.59138 1.664 -0.358 0.758 0.309
H -0.01370 0.50017 -1.53606 0.732 -0.554 0.616 0.423
H -2.98846 -3.36841 0.14145 0.693 -0.028 -0.310 0.345
H -2.94188 -2.17157 1.30817 1.900 0.215 -2.097 0.377
H 1.20217 -1.79006 -0.32766 0.556 -0.147 0.231 0.359
H 1.89162 -1.25428 1.07362 -0.137 0.645 0.118 0.341
H 1.99184 -0.37743 -0.49533 -0.703 -0.535 1.833 0.441
```
Forces are in eV/Å.

The HOMO-LUMO gap (spin up / spin down) comes out at 0.3145 / 0.2794 Ha. For the lowest unoccupied orbital energy (spin up / spin down), the calculation gives -0.380 / -0.395 Eh. As for the HOMO energy (spin up / spin down): -18.89 / -18.34 eV. The largest force on an atom is 0.141 Eh/bohr. Its charge is +2. Its molar mass is 103.169 g mol⁻¹. As for the electronic energy: -323.5641 Ha.